Density functional theory data (the ωB97M-V functional and the def2-TZVPD basis) for a structure of composition C6H9N2O2 at a distorted geometry.

Properties
ΔE to the lowest compared entry with this formula, charge and spin, kcal/mol: 14.9
Gap between HOMO and LUMO, eV: 8.237
Maximum force, eV/A: 2.50
Total energy, Eh: -494.09898
Total charge: -1
LUMO level, eV: 3.9
HOMO level, eV: -4.34

Atoms and positions in Å:
O  -2.28916  1.82704  1.19008
O  -0.05439  1.79345  1.04292
N  0.54567  0.01996  -0.59177
N  1.77440  -1.40186  -1.81925
C  -1.16252  2.10496  1.61130
C  0.58106  -2.00237  -1.47025
C  -0.21085  -1.14916  -0.70101
C  1.67076  -0.17961  -1.29924
C  0.52654  -3.45759  -1.83691
C  -1.03705  3.19064  2.65973
H  0.15852  0.95565  0.09802
H  -1.24155  -1.26719  -0.44927
H  -1.65610  2.90641  3.51252
H  -0.04592  3.51157  2.98623
H  -1.50575  4.11665  2.26562
H  -0.47339  -3.72517  -2.20699
H  2.35326  0.62242  -1.34713
H  0.80573  -4.14261  -1.03360
H  1.26073  -3.72320  -2.61101